No. 1
{"formula": "C2Cl5F", "method": "the ωB97M-V functional and the def2-TZVPD basis", "de_lowest_ev": 0.000, "total_charge": 0, "max_force_ev_per_a": 0.22, "multiplicity": 1, "homo_lumo_gap_ev": 11.66, "smiles": "FC(Cl)(Cl)C(Cl)(Cl)Cl", "symbols": ["F", "C", "Cl", "Cl", "C", "Cl", "Cl", "Cl"], "coordinates": [[0.7804, 0.0022, -1.5927], [0.7558, 0.0072, -0.2492], [1.5781, 1.4583, 0.3149], [1.6080, -1.4342, 0.3194], [-0.7570, -0.0108, 0.1950], [-0.8864, -0.0025, 1.9578], [-1.5513, 1.4281, -0.4735], [-1.5276, -1.4483, -0.4718]]}

No. 2
{"formula": "C12H32CdIO4", "method": "the ωB97M-V functional and the def2-TZVPD basis", "de_lowest_ev": 0.795, "total_charge": 1, "max_force_ev_per_a": 1.92, "multiplicity": 1, "homo_lumo_gap_ev": 7.58, "symbols": ["Cd", "I", "C", "C", "C", "O", "H", "H", "H", "H", "H", "H", "H", "H", "C", "C", "C", "O", "H", "H", "H", "H", "H", "H", "H", "H", "C", "C", "C", "O", "H", "H", "H", "H", "H", "H", "H", "H", "C", "C", "C", "O", "H", "H", "H", "H", "H", "H", "H", "H"], "coordinates": [[-0.3033, -0.2824, 0.1215], [-1.8492, -0.5609, -2.2507], [1.0342, -4.0209, 1.2002], [-0.0423, -3.4054, 0.3216], [-1.1201, -4.4209, -0.0547], [-0.6776, -2.2713, 1.0036], [0.6399, -4.7319, 1.9286], [1.5579, -3.2237, 1.7313], [1.7265, -4.6072, 0.5964], [0.3099, -3.0010, -0.6286], [-0.7216, -5.0472, -0.8587], [-1.9325, -3.9276, -0.5948], [-1.4717, -4.9857, 0.8042], [-0.8737, -2.5839, 1.8991], [2.4927, -0.3361, -3.2649], [2.2330, -1.1841, -2.0161], [3.5366, -1.8301, -1.4964], [1.7021, -0.3434, -0.9719], [3.3197, 0.3636, -3.1200], [1.6043, 0.2658, -3.4765], [2.6583, -0.9413, -4.1538], [1.5374, -1.9381, -2.3778], [3.5812, -2.9187, -1.5848], [3.7305, -1.6041, -0.4495], [4.3802, -1.5150, -2.1146], [2.3928, 0.2966, -0.7578], [-3.4759, 2.5166, 1.3876], [-2.5756, 1.4773, 2.0516], [-3.2010, 0.8098, 3.2565], [-2.2144, 0.4680, 1.0577], [-3.0179, 2.9955, 0.5307], [-3.7330, 3.2876, 2.1167], [-4.4184, 2.0348, 1.1167], [-1.6457, 1.9291, 2.4076], [-2.5412, 0.1605, 3.8396], [-4.0700, 0.1853, 3.0222], [-3.5412, 1.5168, 4.0185], [-3.0931, 0.1011, 0.8598], [1.7676, 3.2874, -1.2195], [0.7880, 3.0534, -0.0732], [-0.1060, 4.2540, 0.2685], [-0.0746, 1.9253, -0.4582], [2.6979, 2.7091, -1.2125], [2.0966, 4.3326, -1.1950], [1.3901, 3.0843, -2.2232], [1.3653, 2.7386, 0.7990], [0.3883, 5.2191, 0.2085], [-0.4176, 4.0644, 1.2974], [-0.9925, 4.2770, -0.3660], [-0.8210, 2.3272, -0.9260]]}